67
Properties=species:S:1:pos:R:3:nbo_charge:R:1 method="wB97M-V/def2-TZVPD" lumo_energy_ev=-11.9 spin_multiplicity=1 max_force_ha_per_bohr=0.146 energy_ev=-98921.080 homo_lumo_gap_ha=0.10212 total_charge=+3
Pb 17.352 -7.089 7.931 0.837
Pb 23.241 -9.173 7.782 1.160
K 17.908 -3.518 13.398 0.999
O 21.469 -7.972 12.004 -0.465
C 21.867 -8.579 13.265 -0.077
C 23.016 -9.749 13.275 -0.103
O 23.177 -10.644 12.161 -0.314
H 20.981 -9.099 13.629 0.262
H 22.121 -7.833 14.018 0.203
H 22.901 -10.274 14.224 0.219
H 23.915 -9.146 13.405 0.279
C 27.473 -3.809 16.051 -0.631
C 26.773 -2.606 15.452 -0.068
O 27.753 -1.739 14.970 -0.495
C 28.288 -0.702 15.641 0.680
O 28.054 -0.575 16.831 -0.539
C 29.258 0.107 14.845 0.903
F 30.432 -0.132 15.350 -0.289
F 29.227 -0.247 13.546 -0.311
F 29.013 1.334 14.995 -0.271
H 28.088 -4.380 15.355 0.213
H 26.780 -4.542 16.465 0.205
H 28.102 -3.447 16.864 0.234
H 26.177 -2.157 16.247 0.196
H 26.066 -2.879 14.668 0.173
C 18.620 -11.653 20.026 -0.626
C 19.111 -12.007 18.670 -0.067
O 19.670 -13.335 18.705 -0.497
C 19.409 -14.253 17.708 0.697
O 18.737 -13.995 16.699 -0.554
C 20.122 -15.627 17.874 0.908
F 20.614 -16.041 16.653 -0.315
F 20.991 -15.632 18.885 -0.283
F 19.184 -16.515 18.060 -0.291
H 19.378 -11.881 20.775 0.226
H 17.894 -12.446 20.206 0.222
H 18.228 -10.636 20.017 0.219
H 19.814 -11.258 18.306 0.169
H 18.221 -11.957 18.043 0.194
C 31.970 -9.889 11.347 -0.625
C 30.803 -9.474 10.447 -0.074
O 30.887 -8.117 10.228 -0.466
C 29.933 -7.469 9.477 0.704
O 28.921 -7.960 8.862 -0.602
C 30.177 -5.905 9.276 0.911
F 29.986 -5.692 8.011 -0.291
F 29.240 -5.206 9.928 -0.322
F 31.344 -5.435 9.670 -0.287
H 32.904 -9.687 10.822 0.230
H 31.842 -10.923 11.667 0.229
H 31.976 -9.342 12.290 0.219
H 29.790 -9.646 10.809 0.181
H 31.013 -9.977 9.503 0.191
C 26.424 -9.509 22.821 -0.640
C 25.812 -9.821 21.510 -0.084
O 26.851 -10.190 20.629 -0.478
C 26.958 -11.424 20.130 0.688
O 26.389 -12.435 20.487 -0.535
C 28.051 -11.550 19.075 0.898
F 28.903 -12.531 19.278 -0.280
F 27.479 -11.762 17.877 -0.327
F 28.664 -10.376 18.935 -0.310
H 25.765 -9.079 23.576 0.230
H 27.246 -8.816 22.641 0.219
H 26.760 -10.371 23.398 0.228
H 25.304 -8.946 21.103 0.185
H 25.104 -10.632 21.680 0.205

=====

50
Properties=species:S:1:pos:R:3:mulliken_spin:R:1 method="wB97M-V/def2-TZVPD" lumo_energy_ev="3.7 / 3.9" spin_multiplicity=6 max_force_ha_per_bohr=0.079 energy_ev=-76835.257 homo_lumo_gap_ha="0.05336 / 0.16490" total_charge=-2
C 0.767 0.060 -3.335 0.112
I -3.257 2.734 -1.602 0.350
H -0.263 -0.053 -3.649 -0.047
H 1.362 -0.697 -3.860 0.007
H 1.086 1.044 -3.690 0.010
C -0.662 2.614 0.108 0.091
C -1.770 1.863 -0.330 0.524
N -1.176 0.970 -1.337 0.009
C 0.158 0.930 -1.111 -0.149
N 0.455 1.994 -0.323 0.094
H -0.608 3.476 0.740 -0.022
H -2.321 1.371 0.511 -0.017
C 1.394 -3.195 -0.101 -0.012
C 0.591 -1.373 -1.201 0.182
N 1.363 -1.828 -0.123 0.274
H 0.624 -4.665 -1.530 0.025
N 0.386 -2.555 -1.952 0.208
H 1.884 -3.753 0.682 0.012
Fe -1.317 -0.661 -0.255 2.781
C 1.072 -0.009 -1.902 -0.006
O 2.355 0.193 -1.680 0.069
C 0.787 -3.647 -1.217 0.040
C -0.484 -2.786 -3.088 0.043
H -1.529 -2.864 -2.755 -0.016
H -0.220 -3.744 -3.564 0.015
H -0.386 -1.998 -3.828 0.007
C 2.037 -1.045 0.872 0.037
H 2.751 -1.696 1.391 0.007
H 1.315 -0.661 1.606 -0.027
H 2.581 -0.236 0.390 0.010
C 1.741 2.396 0.225 -0.007
H 1.808 3.489 0.198 0.003
H 2.549 1.936 -0.327 0.015
H 1.795 2.109 1.283 -0.009
C -2.023 0.094 -2.199 0.440
H -1.608 0.021 -3.200 0.066
H -3.017 0.549 -2.275 -0.122
H -2.214 -0.940 -1.813 -0.015
Te -2.405 -1.377 1.793 0.013
C -1.363 -0.027 3.055 0.042
C -1.879 1.271 3.212 -0.039
C -1.104 2.245 3.846 -0.006
C 0.142 1.910 4.388 0.019
C 0.610 0.594 4.303 -0.016
C -0.138 -0.384 3.648 0.008
H -2.875 1.498 2.815 0.002
H -1.487 3.266 3.928 -0.005
H 0.734 2.671 4.891 0.003
H 1.564 0.325 4.767 0.000
H 0.193 -1.428 3.590 -0.002

=====

53
Properties=species:S:1:pos:R:3:mulliken_spin:R:1 method="wB97M-V/def2-TZVPD" lumo_energy_ev="0.0 / -0.7" spin_multiplicity=2 max_force_ha_per_bohr=0.027 energy_ev=-39803.912 homo_lumo_gap_ha="0.24287 / 0.26278"
Hg -0.296 0.955 -1.949 0.712
O 0.183 -3.012 -3.823 0.034
C -0.084 -2.160 -2.962 -0.014
N 0.744 -1.208 -2.544 0.118
C 1.985 -1.095 -3.243 0.006
C 2.846 0.042 -2.753 0.004
C 4.060 0.288 -3.396 -0.004
C 4.846 1.342 -2.972 -0.001
C 4.410 2.121 -1.907 0.007
C 3.210 1.788 -1.307 -0.003
N 2.444 0.774 -1.717 0.016
C -1.423 -2.243 -2.259 0.001
C -2.391 -3.071 -2.823 0.001
C -3.608 -3.232 -2.189 0.001
C -3.811 -2.578 -0.981 -0.003
C -2.788 -1.786 -0.491 0.011
N -1.625 -1.593 -1.109 0.026
H 1.834 -0.988 -4.326 0.003
H 2.557 -2.027 -3.122 0.009
H 4.372 -0.347 -4.215 0.000
H 5.784 1.555 -3.468 0.000
H 4.992 2.962 -1.559 0.001
H 2.820 2.343 -0.461 -0.007
H -2.149 -3.574 -3.749 -0.001
H -4.379 -3.864 -2.612 0.000
H -4.735 -2.689 -0.430 0.000
H -2.904 -1.298 0.473 -0.001
N -1.989 1.400 0.239 0.022
C -1.597 2.424 1.198 -0.002
C -2.194 2.230 2.610 0.010
C -1.886 0.923 3.383 0.002
C -0.573 0.844 4.188 -0.001
N 0.623 0.551 3.399 0.001
C 0.803 -0.565 2.696 0.000
N 0.173 -1.696 3.069 0.000
N 1.661 -0.577 1.683 -0.001
C -0.064 2.561 1.275 0.011
O 0.404 3.224 2.223 0.002
O 0.610 1.917 0.435 0.027
H -2.995 1.354 0.132 0.001
H -1.638 0.484 0.490 0.011
H -1.969 3.383 0.825 0.007
H -3.282 2.275 2.505 -0.003
H -1.882 3.088 3.207 -0.001
H -1.929 0.063 2.707 0.001
H -2.692 0.803 4.111 -0.001
H -0.670 0.090 4.975 0.000
H -0.397 1.807 4.662 0.000
H 1.070 1.406 3.044 0.000
H -0.323 -1.720 3.942 0.000
H 0.407 -2.572 2.639 0.000
H 1.687 0.306 1.135 0.000
H 1.749 -1.411 1.122 -0.001

=====

49
Properties=species:S:1:pos:R:3:nbo_charge:R:1 method="wB97M-V/def2-TZVPD" lumo_energy_ev=0.0 spin_multiplicity=1 max_force_ha_per_bohr=0.095 energy_ev=-46554.874 homo_lumo_gap_ha=0.32682 smiles="N[C@H](C(=O)N1CCSC1)[C@H]1CC[C@H](NC(=O)c2ccc(I)cc2)CC1"
O 1.522 -3.663 1.491 -0.635
O -1.353 3.386 -1.240 -0.626
I -2.209 -7.960 5.999 0.101
S -0.299 5.043 -5.584 0.230
C 0.597 -3.262 2.254 0.657
C -0.431 3.292 -2.068 0.681
C 0.080 -6.605 4.129 -0.237
C -1.646 -5.062 4.795 -0.286
C 0.706 -5.483 3.382 -0.135
C -1.028 -4.022 4.073 -0.161
C -1.221 -6.357 4.751 -0.063
C 0.053 -4.229 3.275 -0.145
N -0.432 4.242 -3.156 -0.445
N 0.373 -1.897 2.285 -0.615
N 1.941 2.237 -2.137 -0.849
C 0.424 4.091 -4.311 -0.362
C -1.842 5.208 -4.724 -0.540
C -1.523 5.116 -3.288 -0.231
C 0.618 -1.322 -0.076 -0.425
C 0.422 0.492 1.694 -0.415
C 0.816 -0.360 -1.298 -0.401
C 0.642 1.518 0.506 -0.403
C 0.967 -0.865 1.341 -0.048
C 0.157 0.988 -0.908 -0.199
C 0.461 2.027 -2.033 -0.123
H 0.470 -7.583 4.262 0.228
H -2.543 -4.716 5.313 0.231
H 1.579 -5.650 2.846 0.240
H -1.409 -3.030 4.019 0.205
H -0.179 -1.473 3.037 0.389
H 2.130 3.241 -2.371 0.367
H 2.424 1.938 -1.297 0.375
H 0.547 3.064 -4.560 0.204
H 1.386 4.421 -4.126 0.196
H -2.323 6.163 -5.017 0.244
H -2.514 4.374 -4.959 0.211
H -2.406 4.709 -2.783 0.239
H -1.216 6.015 -2.854 0.194
H -0.469 -1.608 -0.104 0.208
H 1.320 -2.209 -0.449 0.258
H 0.752 0.843 2.723 0.219
H -0.671 0.388 1.841 0.198
H 1.873 -0.274 -1.551 0.206
H 0.382 -0.830 -2.212 0.218
H 1.692 1.777 0.513 0.184
H 0.190 2.459 0.730 0.236
H 2.079 -0.872 1.604 0.212
H -0.876 0.808 -0.856 0.221
H -0.014 1.490 -2.904 0.196

=====

49
Properties=species:S:1:pos:R:3:mulliken_spin:R:1 method="wB97M-V/def2-TZVPD" lumo_energy_ev="-10.2 / -9.2" spin_multiplicity=6 max_force_ha_per_bohr=0.138 energy_ev=-61527.395 homo_lumo_gap_ha="0.05203 / 0.08896" total_charge=+2
C -3.892 -2.388 -3.588 -0.001
C -4.588 -3.414 -3.083 0.000
H -3.837 -2.221 -4.655 0.000
H -3.357 -1.682 -2.971 0.000
C -4.671 -3.652 -1.635 0.002
C -3.722 -3.217 -0.796 -0.009
H -2.851 -2.672 -1.127 0.005
H -3.792 -3.397 0.268 0.000
C -5.306 -4.353 -4.007 0.000
H -5.162 -4.063 -5.044 0.000
H -6.377 -4.366 -3.809 0.000
H -4.947 -5.377 -3.893 0.000
C -5.853 -4.402 -1.097 0.000
H -5.921 -5.402 -1.527 0.000
H -6.788 -3.892 -1.328 0.000
H -5.788 -4.507 -0.018 0.000
Mn 2.973 1.290 0.991 4.077
O 1.379 0.952 -0.148 0.072
C 0.171 1.244 -0.015 0.470
O 1.738 2.214 2.242 0.008
C 0.541 2.447 2.080 0.139
O -0.138 3.147 2.953 0.039
N -0.267 2.030 1.032 -0.040
C -1.505 3.369 2.488 0.004
C -1.665 2.435 1.289 0.008
H -1.585 4.420 2.231 0.000
H -2.167 3.137 3.313 0.000
H -2.082 2.953 0.432 -0.001
H -2.269 1.563 1.520 -0.004
C -0.831 0.772 -0.955 -0.127
C -0.518 -0.064 -1.948 0.332
H -1.852 1.093 -0.827 -0.010
H 0.490 -0.423 -2.096 0.027
H -1.274 -0.418 -2.633 0.034
O 4.165 0.387 -0.235 0.008
C 5.515 0.563 0.169 -0.040
C 5.668 1.464 1.371 0.020
C 6.930 1.881 1.809 0.003
C 7.015 2.779 2.876 0.016
C 5.847 3.236 3.497 -0.006
C 4.604 2.787 3.038 0.026
N 4.556 1.914 1.995 -0.037
H 3.938 -0.578 -0.175 0.008
H 6.004 -0.413 0.394 -0.006
H 6.054 1.028 -0.685 -0.006
H 7.830 1.544 1.308 0.000
H 7.982 3.134 3.207 0.000
H 5.906 3.951 4.308 -0.001
H 3.697 3.167 3.483 -0.010

=====

47
Properties=species:S:1:pos:R:3:nbo_charge:R:1 method="wB97M-V/def2-TZVPD" lumo_energy_ev=0.7 spin_multiplicity=1 max_force_ha_per_bohr=0.009 energy_ev=-28180.173 homo_lumo_gap_ha=0.31989 smiles="CC1(C)NC(=O)N(CCCCOc2ccc3c(c2)CCC3)C1=O"
C 3.299 5.009 0.062 -0.604
H 2.751 5.484 -0.748 0.220
H 3.250 5.649 0.939 0.232
H 4.339 4.892 -0.236 0.211
C 2.684 3.650 0.393 0.023
N 2.498 2.838 -0.788 -0.626
C 1.206 2.535 -1.039 0.800
O 0.752 1.885 -1.943 -0.617
N 0.454 3.150 -0.026 -0.478
C 1.234 3.825 0.862 0.698
O 0.856 4.442 1.825 -0.588
C -0.980 2.996 0.075 -0.216
C -1.365 2.036 1.201 -0.407
H -2.452 1.933 1.203 0.208
C -0.714 0.667 1.023 -0.435
C -1.237 -0.340 2.051 -0.053
O -0.524 -1.556 2.032 -0.496
C -0.717 -2.441 1.007 0.302
C -1.691 -2.328 0.017 -0.298
C -1.777 -3.317 -0.943 -0.007
C -0.917 -4.409 -0.939 0.027
C 0.047 -4.525 0.043 -0.214
C 0.141 -3.541 1.011 -0.250
H 0.879 -3.604 1.795 0.219
H 0.720 -5.369 0.061 0.210
C -1.211 -5.315 -2.099 -0.438
H -0.472 -5.154 -2.889 0.205
H -1.183 -6.371 -1.827 0.212
C -2.607 -4.862 -2.553 -0.385
H -3.365 -5.456 -2.040 0.201
H -2.753 -4.979 -3.626 0.208
C -2.722 -3.396 -2.105 -0.428
H -2.386 -2.718 -2.895 0.211
H -3.743 -3.120 -1.839 0.213
H -2.379 -1.497 -0.014 0.212
H -1.079 0.052 3.061 0.192
H -2.312 -0.511 1.916 0.168
H 0.367 0.747 1.151 0.204
H -0.896 0.297 0.012 0.218
H -1.063 2.469 2.156 0.217
H -1.314 2.611 -0.892 0.234
H -1.420 3.980 0.257 0.218
H 3.252 2.518 -1.370 0.418
C 3.492 2.918 1.467 -0.604
H 4.529 2.817 1.156 0.212
H 3.079 1.927 1.642 0.220
H 3.450 3.482 2.394 0.232

=====

48
Properties=species:S:1:pos:R:3:nbo_charge:R:1 method="wB97M-V/def2-TZVPD" lumo_energy_ev=0.6 spin_multiplicity=1 max_force_ha_per_bohr=0.015 energy_ev=-30227.496 homo_lumo_gap_ha=0.33818 smiles="CCCCCCOC(=O)C1=C(C)NC(=O)N[C@H]1c1ccc(O)cc1"
C -3.524 0.197 -2.013 -0.611
C -2.361 -0.783 -1.904 -0.386
C -2.362 -1.588 -0.604 -0.406
C -2.173 -0.698 0.623 -0.410
C -1.977 -1.464 1.931 -0.411
C -0.675 -2.264 1.981 -0.084
H -0.690 -3.092 1.266 0.213
H -0.519 -2.666 2.987 0.187
O 0.441 -1.430 1.685 -0.526
C 1.160 -1.722 0.584 0.789
O 0.955 -2.703 -0.100 -0.631
C 2.193 -0.721 0.335 -0.265
C 3.087 -0.850 -0.674 0.317
N 4.015 0.136 -0.889 -0.626
C 4.234 1.215 -0.040 0.786
O 5.138 1.995 -0.246 -0.631
N 3.408 1.274 1.023 -0.611
H 3.522 2.087 1.610 0.414
C 2.172 0.525 1.191 -0.082
C 0.972 1.383 0.835 0.016
C 0.712 1.704 -0.491 -0.214
C -0.387 2.468 -0.831 -0.286
C -1.249 2.927 0.159 0.312
C -0.986 2.625 1.491 -0.274
C 0.117 1.861 1.819 -0.200
H 0.307 1.618 2.854 0.213
H -1.660 2.991 2.249 0.226
O -2.354 3.664 -0.130 -0.664
H -2.418 3.801 -1.083 0.481
H -0.585 2.705 -1.868 0.210
H 1.371 1.345 -1.269 0.218
H 2.095 0.239 2.248 0.221
H 4.688 0.033 -1.635 0.420
C 3.145 -2.012 -1.606 -0.653
H 3.992 -1.927 -2.284 0.205
H 2.223 -2.076 -2.180 0.254
H 3.220 -2.941 -1.044 0.257
H -1.971 -0.744 2.751 0.203
H -2.803 -2.160 2.091 0.208
H -3.044 -0.052 0.743 0.206
H -1.306 -0.056 0.464 0.210
H -3.300 -2.143 -0.516 0.190
H -1.547 -2.311 -0.659 0.215
H -2.406 -1.479 -2.744 0.199
H -1.418 -0.235 -1.977 0.194
H -3.524 0.675 -2.991 0.204
H -3.455 0.971 -1.254 0.202
H -4.472 -0.323 -1.889 0.202

=====

49
Properties=species:S:1:pos:R:3:nbo_charge:R:1 method="wB97M-V/def2-TZVPD" lumo_energy_ev=0.5 spin_multiplicity=1 max_force_ha_per_bohr=0.017 energy_ev=-41061.030 homo_lumo_gap_ha=0.32953 smiles="CC(C)CNS(=O)(=O)c1ccc(CCC(=O)NCc2ccco2)cc1"
C -4.339 -2.198 -1.208 -0.611
H -5.397 -2.020 -1.388 0.197
H -4.152 -3.266 -1.282 0.211
H -3.764 -1.690 -1.977 0.216
C -3.940 -1.680 0.171 -0.224
C -4.737 -2.378 1.269 -0.605
H -4.575 -3.452 1.231 0.212
H -4.437 -2.018 2.250 0.207
H -5.801 -2.187 1.145 0.202
H -2.873 -1.880 0.319 0.202
C -4.153 -0.161 0.255 -0.233
N -3.320 0.543 -0.697 -0.883
S -2.019 1.425 -0.140 2.327
O -2.246 1.850 1.215 -0.948
O -1.758 2.410 -1.147 -0.944
C -0.759 0.165 -0.149 -0.337
C -0.602 -0.632 0.968 -0.189
C 0.279 -1.698 0.921 -0.230
C 1.006 -1.965 -0.236 -0.005
C 0.858 -1.126 -1.336 -0.157
C -0.032 -0.067 -1.298 -0.186
H -0.171 0.591 -2.141 0.243
H 1.440 -1.310 -2.226 0.218
C 1.962 -3.123 -0.282 -0.418
H 2.251 -3.319 -1.315 0.226
H 1.484 -4.018 0.122 0.220
C 3.234 -2.826 0.531 -0.477
C 3.852 -1.536 0.011 0.680
O 4.537 -1.487 -0.987 -0.633
N 3.555 -0.451 0.758 -0.608
H 2.904 -0.524 1.524 0.403
C 3.915 0.895 0.361 -0.272
C 2.703 1.750 0.191 0.262
C 2.275 2.539 -0.834 -0.303
C 1.069 3.141 -0.396 -0.303
C 0.847 2.667 0.856 0.075
O 1.830 1.823 1.226 -0.423
H 0.050 2.832 1.553 0.223
H 0.443 3.813 -0.944 0.243
H 2.762 2.678 -1.777 0.228
H 4.459 0.822 -0.583 0.256
H 4.575 1.329 1.124 0.207
H 3.948 -3.637 0.387 0.239
H 2.999 -2.740 1.591 0.203
H 0.394 -2.338 1.784 0.214
H -1.168 -0.403 1.857 0.238
H -3.791 1.013 -1.449 0.417
H -5.207 0.070 0.080 0.199
H -3.886 0.200 1.253 0.221